1.
C3H12N2O | ωB97M-V/def2-TZVPD

Element x y z (Å)
C1 -1.3263 -4.6483 -4.1806
C2 -0.5021 -4.6527 -3.1350
H1 -1.6224 -5.5567 -4.6801
H2 -1.5896 -3.7132 -4.6475
H3 -0.2799 -5.6040 -2.6713
H4 -0.1032 -3.7344 -2.7335
N1 -1.2147 2.6793 1.2233
C3 -0.0658 3.1120 0.4587
O1 0.6866 4.1277 1.0977
H5 -1.5904 3.4638 1.7273
H6 -1.9663 2.3607 0.6117
H7 -0.3359 3.5422 -0.5221
H8 0.5731 2.2457 0.2649
H9 1.4711 3.6747 1.4855
N2 1.8998 0.9615 4.0414
H10 2.7868 0.5793 4.3436
H11 1.2661 0.1948 4.2902
H12 1.9129 0.9677 3.0258

## Properties
* 2S+1: 1
* HOMO-LUMO gap: 10.1856 eV
* E_LUMO: 0.805 eV
* SMILES string: C=C.NCO.N
* HOMO energy: -0.3447 Eh

2.
C3HN2O3P | ωB97M-V/def2-TZVPD

Element x y z (Å)
N1 -1.6980 1.2593 -1.9576
C1 -1.0108 0.8078 -1.1599
C2 -0.3362 0.6324 -0.0046
P1 1.1937 1.3965 0.1375
O1 1.2670 2.7510 -0.5048
O2 1.9095 1.1489 1.4089
O3 2.2072 0.2309 -0.9450
C3 2.3917 -0.9894 -0.9991
N2 2.5879 -2.1176 -1.1484
H1 -0.2180 -0.2975 0.4032

## Properties
* 2S+1: 1
* HOMO-LUMO gap: 6.8859 eV
* E_LUMO: 7.072 eV
* SMILES string: N#CC=P([O-])([O-])OC#N
* charge: -2
* HOMO energy: 0.0068 Eh

3.
C3H4N4 | ωB97M-V/def2-TZVPD

Element x y z (Å)
C1 -1.1204 1.4670 -0.0858
N1 -0.7515 0.7151 -1.3286
C2 0.1995 -0.0687 -0.7559
N2 0.6603 -1.3030 -0.5663
N3 0.8062 -1.3217 0.8096
N4 0.3970 -0.1937 1.5112
C3 -0.0262 0.5589 0.5281
H1 -2.1110 1.2375 0.2524
H2 -0.8243 2.5310 -0.1404
H3 -0.8294 1.0679 -2.3138
H4 1.6640 -1.8572 1.1030

## Properties
* 2S+1: 1
* HOMO-LUMO gap: 9.5452 eV
* E_LUMO: 0.956 eV
* SMILES string: C1Nc2n[nH]nc21
* HOMO energy: -0.3156 Eh

4.
C5H12N2O | ωB97M-V/def2-TZVPD

Element x y z (Å)
O1 0.7702 1.2653 -1.8027
C1 0.2426 0.5743 -0.9574
N1 -0.8640 1.1661 -0.3045
C2 -1.4968 2.3289 -0.8817
C3 -1.4460 0.5751 0.8763
C4 0.6227 -0.8876 -0.7242
N2 1.1462 -1.0124 0.6477
C5 1.7676 -2.2967 0.9111
H1 -2.4703 2.4373 -0.4182
H2 -0.8866 3.2346 -0.8037
H3 -1.6223 2.1982 -1.9587
H4 -1.3843 -0.5073 0.7588
H5 -2.4504 0.9343 1.0778
H6 -0.8590 0.7842 1.7755
H7 1.4672 -1.0248 -1.4022
H8 -0.2045 -1.5890 -0.8072
H9 1.7771 -0.2537 0.8999
H10 2.6514 -2.5862 0.3156
H11 0.9999 -3.0665 0.9028
H12 2.2394 -2.2742 1.8949

## Properties
* 2S+1: 2
* expectation value of S²: 0.765
* HOMO-LUMO gap (alpha / beta): 9.7511 / 4.9563 eV
* E_LUMO (alpha / beta): -3.582 / -8.240 eV
* charge: +1
* HOMO energy (alpha / beta): -0.4900 / -0.4849 Eh

5.
C5H6N2O | ωB97M-V/def2-TZVPD

Element x y z (Å)
C1 0.4535 2.1714 0.0282
C2 -0.1917 0.7532 0.1574
C3 -1.6333 0.7648 -0.0270
C4 -2.0968 -0.6250 -0.1293
N1 -0.9608 -1.3813 0.0264
C5 0.2481 -0.5868 0.1877
N2 1.5043 -1.1092 0.1181
O1 2.4613 -0.3875 -0.2403
H1 0.9807 2.4972 0.8646
H2 -0.3949 2.9416 -0.0698
H3 1.2472 2.2266 -0.7387
H4 -2.3556 1.5126 -0.3490
H5 -3.0512 -1.1724 -0.3120
H6 -0.5998 -2.3386 0.2131

## Properties
* 2S+1: 1
* HOMO-LUMO gap: 8.2071 eV
* E_LUMO: -0.569 eV
* SMILES string: Cc1cc[nH]c1N=O
* HOMO energy: -0.3225 Eh

6.
C5H10IN2O | ωB97M-V/def2-TZVPD

Element x y z (Å)
C1 1.1329 -1.9039 1.1512
C2 0.2308 -0.7404 1.2766
I1 -0.7883 -1.2765 3.2815
N1 -0.8020 -0.7536 0.3019
C3 -1.1173 0.2259 -0.5325
N2 -1.9168 0.0549 -1.5639
C4 -0.5227 1.5702 -0.4415
C5 0.2428 1.6132 0.8835
O1 0.9937 0.4547 1.1626
H1 1.9038 -1.9749 1.9914
H2 1.7392 -1.7023 0.3376
H3 0.4898 -2.7612 1.1327
H4 -1.3284 -1.7176 0.0607
H5 -2.1210 0.8006 -2.2854
H6 -2.0863 -0.9474 -1.9365
H7 0.2034 1.8994 -1.2404
H8 -1.2685 2.3540 -0.5702
H9 0.9501 2.4301 1.1389
H10 -0.5902 1.6886 1.6942

## Properties
* 2S+1: 1
* HOMO-LUMO gap: 8.7606 eV
* E_LUMO: -4.110 eV
* SMILES string: C[C@]1(I)NC(=[NH2+])CCO1
* charge: +1
* HOMO energy: -0.4730 Eh

7.
C3H55BeO25 | ωB97M-V/def2-TZVPD

Element x y z (Å)
Be1 1.0008 2.4474 -0.9585
C1 0.0958 0.1424 1.2445
C2 0.4898 -0.3346 -0.1895
C3 -0.5762 -0.9386 -1.0145
O1 0.9498 0.8734 -0.8705
H1 0.9668 0.4184 1.7985
H2 -0.4342 -0.6536 1.7575
H3 -0.5832 1.0134 1.2215
H4 1.2368 -1.0716 -0.1175
H5 -1.4452 -0.2846 -0.9525
H6 -0.8252 -1.9466 -0.7665
H7 -0.3372 -1.0456 -2.0935
O2 -3.2902 1.3704 -0.3695
H8 -2.9602 1.4034 -1.2645
H9 -4.2422 1.3564 -0.5445
O3 2.2338 3.0814 -1.7245
H10 3.2068 2.9904 -1.8325
H11 1.9648 3.4454 -2.5685
O4 2.3568 -3.3506 -1.0545
H12 2.8628 -4.1136 -0.7515
H13 1.7158 -3.7156 -1.6475
O5 -1.5672 -2.9816 -3.4105
H14 -2.0562 -2.9256 -4.2225
H15 -0.9382 -2.2696 -3.5265
O6 -2.2392 1.2104 -3.0065
H16 -2.7752 1.8794 -3.4295
H17 -1.8082 0.7584 -3.7645
O7 3.0588 -0.4146 3.6585
H18 2.3148 -0.9456 3.8045
H19 3.6978 -0.9616 3.2425
O8 -1.9792 3.5914 1.0285
H20 -2.3612 3.1534 0.2535
H21 -2.0532 4.5174 0.7405
O9 -3.8292 -0.4946 1.6325
H22 -3.6002 0.1044 0.8915
H23 -3.2142 -1.2126 1.4815
O10 0.4758 -1.8116 3.8545
H24 -0.3472 -1.3546 3.8845
H25 0.6078 -2.1426 2.9405
O11 -0.1272 2.5904 3.0945
H26 -1.0312 2.4724 3.3055
H27 0.0978 1.7414 2.7305
O12 1.0298 3.1844 0.6785
H28 1.8188 3.7214 0.8825
H29 0.3348 3.1374 1.3625
O13 3.3478 -0.1716 -2.2325
H30 2.5788 0.3354 -1.9495
H31 3.5668 -0.7366 -1.4865
O14 3.9778 -1.4256 -0.0685
H32 4.9008 -1.6326 -0.0235
H33 3.4408 -2.2206 -0.2435
O15 2.9148 2.0434 2.9085
H34 3.6138 2.5564 3.3075
H35 3.0168 1.1194 3.1375
O16 1.0648 1.2334 -3.8385
H36 0.9938 1.7784 -4.6465
H37 0.5258 0.4274 -3.8505
O17 -1.6572 0.0114 3.8085
H38 -1.4822 0.3344 4.6465
H39 -2.2552 -0.7186 3.9945
O18 -2.2722 -2.4826 1.4455
H40 -2.3802 -3.0196 0.7155
H41 -1.3422 -2.2116 1.4495
O19 1.0908 -1.9396 -4.3025
H42 2.0328 -1.9936 -3.9995
H43 0.9848 -1.2086 -4.9395
O20 3.8058 1.3224 0.5125
H44 3.4738 1.5514 1.3645
H45 3.6498 0.4004 0.2575
O21 0.7268 -3.0416 1.2745
H46 1.1938 -2.9376 0.4645
H47 0.4258 -3.9606 1.3175
O22 -2.9072 2.4784 3.2245
H48 -2.6472 1.5764 3.1725
H49 -2.4902 3.0164 2.5165
O23 -3.8182 -0.9766 -1.7625
H50 -2.9602 -0.7946 -1.4195
H51 -4.2622 -1.5036 -1.1305
O24 -0.4102 2.9404 -1.6985
H52 -0.7662 3.8064 -1.9155
H53 -0.9722 2.3554 -2.1835
O25 -2.0522 -4.0256 -0.7625
H54 -1.8162 -3.3006 -1.3595
H55 -2.7302 -4.6206 -1.1125

## Properties
* 2S+1: 1
* HOMO-LUMO gap: 8.3996 eV
* E_LUMO: -3.486 eV
* charge: +1
* HOMO energy: -0.4368 Eh

8.
C6H9IS | ωB97M-V/def2-TZVPD

Element x y z (Å)
C1 -0.2827 -1.5871 -0.0014
C2 0.3084 -0.2979 0.1403
C3 0.6334 0.4668 -0.9170
C4 -3.1180 -1.4079 -0.1523
C5 0.9573 -0.0421 1.4993
C6 1.4360 1.7410 -0.9016
S1 -1.6892 -2.2109 -0.5994
I1 -3.2652 0.6979 0.2614
H1 0.4604 -2.5379 0.2291
H2 0.0700 0.1286 -1.7880
H3 -4.0038 -1.6396 -0.6126
H4 0.2288 0.6424 1.9622
H5 1.9512 0.5051 1.2532
H6 1.0547 -0.9763 2.1065
H7 1.3473 2.3348 0.1115
H8 1.3381 2.5111 -1.6899
H9 2.5734 1.6720 -0.9012

## Properties
* 2S+1: 1
* HOMO-LUMO gap (alpha / beta): 7.1846 / 7.2586 eV
* E_LUMO (alpha / beta): -0.357 / -0.338 eV
* HOMO energy (alpha / beta): -0.2771 / -0.2792 Eh

Number 1: calculated total energy -8331.82410 eV. Number 2: calculated total energy -21539.68682 eV. Number 3: calculated total energy -9132.25120 eV. Number 4: calculated total energy -10398.09705 eV. Number 5: calculated total energy -10306.05739 eV. Number 6: calculated total energy -18468.10195 eV. Number 7: calculated total energy -55591.42251 eV. Number 8: calculated total energy -25299.40547 eV.